# 1
Here is a cluster of 2 separate species, C6H14N2O2 in total from the Open Molecules 2025 dataset. Energies are from the ωB97M-V functional and the def2-TZVPD basis.

Calculated values
LUMO, Eh: 0.02106
F_max, eV/A: 4.7
SMILES string: CNC(C)=O.CNC(C)=O
Highest occupied orbital energy, eV: -9.142
ΔE to the lowest compared entry with this formula, charge and spin, kJ/mol: 323.1
Kohn-Sham gap, eV: 9.71

```
! RIJCOSX wB97M-V def2-TZVPD def2/J DEFGRID3
* xyz 0 1
O 0.282 -1.588 -0.520
O 0.309 4.476 0.186
N 1.020 2.543 -0.444
N -0.802 -3.393 0.466
C -1.717 -2.566 -1.550
C 0.390 3.320 0.466
C -0.656 -2.379 -0.446
C 0.300 2.639 1.776
C 0.149 -3.467 1.746
C 1.300 3.065 -1.801
H -0.322 -3.975 2.595
H -0.094 3.406 2.471
H -1.753 -3.644 -1.851
H -1.750 -1.791 -2.364
H 1.294 2.425 1.919
H -1.693 -3.926 0.315
H -0.387 1.891 1.638
H 1.164 -3.641 1.308
H 0.989 1.611 -0.493
H 0.922 4.035 -2.102
H 2.359 3.660 -1.730
H 0.358 -2.417 2.163
H -2.810 -2.628 -1.178
H 1.145 2.344 -2.568
*
```


# 2
Here is an isolated molecule of C13H11N3 from the Open Molecules 2025 dataset. Energies are from the ωB97M-V functional and the def2-TZVPD basis.

Calculated values
LUMO, Eh: 0.03470
F_max, eV/A: 4.1
SMILES string: c1ccc2c(c1)NN1c3ccccc3N[C@@H]21
Highest occupied orbital energy, eV: -7.173
ΔE to the lowest compared entry with this formula, charge and spin, kJ/mol: 75.4
Kohn-Sham gap, eV: 8.12

```
! RIJCOSX wB97M-V def2-TZVPD def2/J DEFGRID3
* xyz 0 1
N 0.445 -1.328 1.429
N 0.987 -0.750 -0.777
N 0.324 -0.142 -1.865
C -3.470 0.326 -1.704
C 1.668 0.052 0.104
C 2.646 0.986 -0.239
C -2.122 0.553 -2.107
C -1.262 -1.052 -0.536
C 2.757 1.417 2.269
C -2.520 -1.261 -0.145
C -1.045 -0.184 -1.532
C 0.051 -1.635 -0.038
C 1.947 0.381 2.603
C 1.393 -0.275 1.467
C 3.071 1.716 0.917
C -3.663 -0.599 -0.709
H -4.695 -0.821 -0.509
H -1.849 1.290 -2.785
H 0.302 -2.660 -0.436
H 3.830 2.565 0.800
H 3.013 1.128 -1.232
H -0.182 -1.429 2.173
H 1.698 0.246 3.646
H -4.383 0.753 -2.120
H 0.699 0.745 -2.267
H -2.646 -2.073 0.585
H 3.003 2.051 3.008
*
```


# 3
Here is a cluster of 2 separate species, CH5NSi2 in total from the Open Molecules 2025 dataset. Energies are from the ωB97M-V functional and the def2-TZVPD basis.

Calculated values
LUMO, Eh: -0.01612
F_max, eV/A: 5.0
Highest occupied orbital energy, eV: -10.458
ΔE to the lowest compared entry with this formula, charge and spin, kJ/mol: 130.4
Kohn-Sham gap, eV: 10.02

```
! RIJCOSX wB97M-V def2-TZVPD def2/J DEFGRID3
* xyz 0 1
Si 1.438 -0.452 -0.382
Si -0.368 0.581 0.392
N -3.116 -0.035 -0.627
C -1.990 0.097 -0.433
H -1.097 0.084 2.146
H 2.437 0.597 -1.031
H 0.841 -1.438 -1.328
H -0.150 1.988 0.743
H 2.006 -1.422 0.520
*
```


# 4
Here is a structure of composition C6H6BeO3 from the Open Molecules 2025 dataset. Energies are from the ωB97M-V functional and the def2-TZVPD basis.

Calculated values
LUMO, Eh: -0.02708
F_max, eV/A: 6.5
Highest occupied orbital energy, eV: -8.893
ΔE to the lowest compared entry with this formula, charge and spin, kJ/mol: 0.0
Kohn-Sham gap, eV: 8.16

```
! RIJCOSX wB97M-V def2-TZVPD def2/J DEFGRID3
* xyz 0 1
O 1.392 1.291 -0.842
O -1.242 1.551 -0.720
O -1.999 -1.634 -0.176
C -3.432 0.483 -0.405
C -0.857 -1.301 0.103
C -0.014 -0.540 0.769
C 1.490 -0.590 0.691
C -2.427 1.176 -0.588
C 2.128 0.188 -0.462
Be 0.044 1.470 -0.647
H 1.852 -1.627 0.640
H 2.319 -0.493 -1.316
H -0.464 0.241 1.390
H 3.142 0.494 -0.131
H -3.796 -0.517 0.045
H 1.863 -0.194 1.650
*
```


# 5
Here is the ion C5H9N2O with charge +1 from the Open Molecules 2025 dataset. Energies are from the ωB97M-V functional and the def2-TZVPD basis.

Calculated values
LUMO (alpha / beta), Eh: -0.19072 / -0.19080
F_max, eV/A: 5.9
SMILES string: CCC#[N+]/C=[N+](/C)[O-]
Highest occupied orbital energy (alpha / beta), eV: -13.542 / -13.544
ΔE to the lowest compared entry with this formula, charge and spin, kJ/mol: 558.1
Kohn-Sham gap (alpha / beta), eV: 8.35 / 8.35

```
! RIJCOSX wB97M-V def2-TZVPD def2/J DEFGRID3
* xyz 1 1
O -2.399 -1.516 -0.291
N -0.076 0.191 -0.342
N -2.401 -0.320 0.027
C -1.317 0.495 0.045
C 1.078 0.012 -0.407
C 3.345 -0.249 0.473
C 2.375 -0.340 -0.716
C -3.638 0.426 0.173
H -1.499 1.426 0.351
H 2.355 -1.294 -1.078
H 2.887 0.280 -1.593
H -4.302 -0.226 -0.390
H -3.810 0.558 1.197
H 3.565 0.746 0.983
H 4.420 -0.612 0.420
H -3.580 1.350 -0.278
H 2.998 -0.928 1.426
*
```


# 6
Here is a structure of composition C11H16I2NdO5RuS from the Open Molecules 2025 dataset. Energies are from the ωB97M-V functional and the def2-TZVPD basis.

Calculated values
LUMO (alpha / beta), Eh: -0.56954 / -0.63857
F_max, eV/A: 8.5
<S²>: 20.025
Highest occupied orbital energy (alpha / beta), eV: -23.146 / -23.386
ΔE to the lowest compared entry with this formula, charge and spin, kJ/mol: 0.0
Kohn-Sham gap (alpha / beta), eV: 7.65 / 6.01

```
! RIJCOSX wB97M-V def2-TZVPD def2/J DEFGRID3
* xyz 4 9
Nd 0.855 0.203 0.928
I 3.699 1.195 0.260
I 2.679 -2.152 1.218
Ru -1.613 -0.598 -0.855
S 0.473 -0.315 -1.923
O -2.867 2.191 -0.569
O -1.602 -3.407 -2.076
O -2.672 -1.646 1.806
O 0.608 0.286 3.041
O -2.085 2.864 2.224
C -0.001 0.183 5.344
C -1.483 0.510 -3.700
C 0.941 1.198 -4.102
C 0.224 -1.192 -4.453
C -2.208 -1.225 0.818
C 2.368 -0.087 4.646
C -1.321 2.206 1.670
C -1.659 -2.317 -1.672
C -0.013 0.092 -3.648
C 0.924 -0.318 4.263
C -2.372 1.146 -0.708
H 0.677 1.526 -5.116
H -0.090 -1.029 -5.492
H -2.107 -0.167 -3.069
H -1.829 0.437 -4.741
H 3.056 -0.377 3.851
H 1.293 -1.433 -4.425
H 0.128 -0.399 6.257
H -1.039 0.112 5.024
H 0.222 1.232 5.565
H 0.773 -1.397 4.125
H 1.966 0.805 -4.104
H 2.620 -0.661 5.541
H 0.905 2.054 -3.420
H -0.341 -2.030 -4.030
H -1.622 1.537 -3.350
H 2.514 0.974 4.872
*
```